Entry 1
{
  "formula": "C2H4N2OS2",
  "method": "ωB97M-V/def2-TZVPD",
  "gap_ha": 0.312,
  "total_charge": 0,
  "homo_energy_ev": -8.98,
  "lumo_ev": -0.49,
  "elements": ["C", "C", "H", "H", "H", "H", "N", "N", "O", "S", "S"],
  "xyz": [[-0.26181, 0.82873, -0.20864], [-0.59120, -0.60631, -0.00881], [-1.51848, 0.71796, 1.36616], [-1.07658, 2.52064, 0.28824], [0.39819, -2.23833, 0.01242], [2.51949, -0.24492, -1.08152], [-1.08561, 1.53902, 0.44881], [0.56786, -1.30265, 0.12340], [0.72121, 1.23073, -0.76933], [-1.99620, -1.50734, -0.26400], [2.32314, -0.93754, 0.09325]],
  "lowdin_charge": [-0.7213, -0.8038, 0.2737, 0.1086, 0.0047, -0.1121, 0.1564, -0.3458, 0.0224, 0.6438, 0.7736]
}

Entry 2
{
  "formula": "C2H4N2OS2",
  "method": "ωB97M-V/def2-TZVPD",
  "gap_ha": 0.295,
  "total_charge": 0,
  "homo_energy_ev": -8.72,
  "lumo_ev": -0.71,
  "elements": ["C", "C", "H", "H", "H", "H", "N", "N", "O", "S", "S"],
  "xyz": [[0.54432, 0.81866, 0.09965], [-0.46525, -0.36966, 0.26435], [2.03503, 1.85733, 1.09239], [0.61009, 1.37996, 2.26347], [0.64345, 1.23760, -3.06435], [0.51086, -1.12993, -1.74435], [1.02500, 1.32010, 1.26543], [0.95375, 1.45408, -1.04295], [0.44580, 0.65686, -2.16438], [0.37034, -1.96787, -0.22206], [-1.72606, 0.04830, 1.16122]],
  "lowdin_charge": [-0.5760, -1.1316, 0.1849, 0.1322, 0.1827, 0.0967, 0.0335, 0.0161, -0.2549, 0.5970, 0.7194]
}

Least stable of them? entry 2.

Entry 1
{
  "formula": "C2H4N2OS2",
  "method": "ωB97M-V/def2-TZVPD",
  "gap_ha": [0.289, 0.289],
  "total_charge": 0,
  "homo_energy_ev": [-9.07, -9.07],
  "lumo_ev": [-1.22, -1.22],
  "elements": ["C", "C", "N", "N", "O", "S", "S", "H", "H", "H", "H"],
  "xyz": [[2.02055, 0.16267, 0.40817], [-0.26745, 0.29048, 0.56486], [0.94193, -0.28727, 0.83016], [-0.75627, -0.18808, -0.68201], [2.12898, 1.74221, -1.66843], [-0.12782, 2.24491, 0.70123], [2.22705, 1.88473, -0.24661], [2.84944, -0.60771, 0.75886], [-1.10086, 0.11173, 1.28506], [-1.59841, 0.21747, -0.85732], [0.03153, -0.32876, -1.37292]],
  "lowdin_charge": [-0.3561, -0.7674, -0.0417, 0.0421, -0.5591, 0.5028, 0.7830, 0.1384, 0.1048, 0.0326, 0.1205]
}

Entry 2
{
  "formula": "C2H4N2OS2",
  "method": "ωB97M-V/def2-TZVPD",
  "gap_ha": 0.329,
  "total_charge": 0,
  "homo_energy_ev": -8.54,
  "lumo_ev": 0.42,
  "elements": ["O", "N", "C", "N", "S", "C", "S", "H", "H", "H", "H"],
  "xyz": [[-2.77354, -0.65037, -0.31260], [-1.85557, 0.36408, -0.26348], [-0.47234, 0.03665, -0.41022], [-0.07951, -1.15470, -0.35801], [1.63316, -1.34962, -0.41753], [2.11643, 0.32995, 0.13738], [0.66937, 1.43608, -0.48938], [-2.44966, -1.20791, 0.58586], [-2.04627, 0.96991, 0.57552], [3.07607, 0.86440, -0.31220], [2.18185, 0.36153, 1.26465]],
  "lowdin_charge": [-0.0889, -0.1575, -0.7825, -0.3070, 0.7801, -0.7179, 0.8268, 0.1886, 0.1441, 0.0783, 0.0360]
}

Entry 3
{
  "formula": "C2H4N2OS2",
  "method": "ωB97M-V/def2-TZVPD",
  "gap_ha": 0.284,
  "total_charge": 0,
  "homo_energy_ev": -8.69,
  "lumo_ev": -0.96,
  "elements": ["O", "N", "C", "C", "S", "N", "S", "H", "H", "H", "H"],
  "xyz": [[-2.27727, -0.08353, -0.22683], [-1.13491, -0.83862, 0.11868], [-0.07483, -0.08711, 0.17940], [-0.15610, 1.40715, -0.06782], [0.93339, 2.56843, 0.11047], [1.10414, -0.62828, 0.66074], [2.60170, -0.53345, -0.18866], [-3.00302, -0.68559, -0.05013], [-1.15501, 1.60637, -0.56424], [0.94249, -1.41723, 1.31379], [2.21941, -1.30814, -1.28541]],
  "lowdin_charge": [-0.0909, 0.0591, -0.4988, -0.6135, 0.7097, -0.4187, 0.7080, 0.0919, 0.0666, 0.1017, -0.1151]
}

Least stable of them? entry 1.

Entry 1
{
  "formula": "C2H4N2OS2",
  "method": "ωB97M-V/def2-TZVPD",
  "gap_ha": 0.301,
  "total_charge": 0,
  "homo_energy_ev": -9.04,
  "lumo_ev": -0.85,
  "elements": ["N", "C", "N", "O", "C", "S", "S", "H", "H", "H", "H"],
  "xyz": [[-1.52002, -0.77619, 1.19599], [-1.09736, -0.06089, 0.21920], [-1.77682, 0.98334, -0.09888], [-1.00274, 1.95508, -0.84909], [0.40797, -0.46991, -0.07791], [0.97828, -2.02641, -0.09491], [1.51409, 0.98224, -0.09398], [-2.53334, -0.50521, 1.33262], [-1.35103, -1.77631, 0.91058], [-1.52915, 2.89615, -0.78348], [0.77176, 2.18632, -0.17219]],
  "lowdin_charge": [0.0868, -0.5842, 0.0312, -0.2441, -1.0204, 0.6569, 0.7377, 0.1462, 0.0863, 0.1773, -0.0738]
}

Entry 2
{
  "formula": "C2H4N2OS2",
  "method": "ωB97M-V/def2-TZVPD",
  "gap_ha": 0.287,
  "total_charge": 0,
  "homo_energy_ev": -9.03,
  "lumo_ev": -1.21,
  "elements": ["O", "N", "C", "C", "S", "N", "S", "H", "H", "H", "H"],
  "xyz": [[0.18706, -0.84299, -2.00403], [-0.41304, 0.23893, -1.19726], [0.22234, 0.24819, 0.18294], [1.70156, 0.40957, 0.07229], [2.71836, 0.26561, 1.33475], [-0.38920, 0.36806, 1.27869], [-2.02235, 0.54337, 1.23834], [-0.08314, -1.80941, -1.45176], [-1.41952, 0.14162, -1.13599], [1.83067, 0.62008, -0.92307], [-2.33274, -0.18302, 2.60511]],
  "lowdin_charge": [-0.1405, -0.0571, -0.5302, -0.5855, 0.7193, -0.3806, 0.7064, 0.2119, 0.0423, 0.0217, -0.0077]
}

Least stable of them? entry 2.

Entry 1
{
  "formula": "C4H4O2",
  "method": "ωB97M-V/def2-TZVPD",
  "gap_ha": 0.351,
  "total_charge": 0,
  "homo_energy_ev": -9.27,
  "lumo_ev": 0.28,
  "elements": ["O", "C", "C", "C", "C", "O", "H", "H", "H", "H"],
  "xyz": [[-2.89616, -1.30096, 0.50441], [-1.77740, -0.96162, 0.34666], [-0.46446, -0.74658, 0.29975], [0.46558, -0.02879, -0.64847], [0.96232, 1.19281, 0.14260], [1.98379, 1.38062, 0.74239], [0.11225, -1.13635, 1.14875], [1.24740, -0.71972, -1.01284], [0.07486, 0.27532, -1.63994], [0.29183, 2.04526, 0.11670]],
  "lowdin_charge": [0.1607, -0.1492, -0.1100, -0.1661, -0.2776, 0.0611, 0.1310, 0.1171, 0.1202, 0.1129]
}

Entry 2
{
  "formula": "C4H4O2",
  "method": "ωB97M-V/def2-TZVPD",
  "gap_ha": 0.330,
  "total_charge": 0,
  "homo_energy_ev": -9.24,
  "lumo_ev": -0.27,
  "elements": ["O", "C", "O", "C", "C", "C", "H", "H", "H", "H"],
  "xyz": [[1.84982, 0.83625, 1.74968], [1.18873, 0.43783, 0.83108], [1.36599, 0.04265, -0.33968], [-0.09009, -0.47588, -1.31521], [-1.20897, -0.33153, -0.51554], [-1.35505, 0.07332, 0.67020], [-0.08367, 0.38379, 1.07673], [0.07285, 0.23162, -2.12368], [0.28387, -1.47417, -1.52624], [-2.02347, 0.27611, 1.49266]],
  "lowdin_charge": [0.1017, -0.4483, 0.0422, -0.0146, -0.1260, 0.0591, 0.0828, 0.1127, 0.1128, 0.0777]
}

Least stable of them? entry 2.

Entry 1
{
  "formula": "C4H4O2",
  "method": "ωB97M-V/def2-TZVPD",
  "gap_ha": 0.332,
  "total_charge": 0,
  "homo_energy_ev": -8.41,
  "lumo_ev": 0.63,
  "elements": ["C", "C", "O", "C", "C", "O", "H", "H", "H", "H"],
  "xyz": [[-0.88562, 0.28107, -1.64104], [-0.17997, 0.08112, -0.35660], [-0.58995, 0.45696, 0.78759], [0.77047, -0.23333, 1.41717], [1.33486, -0.41998, 2.47048], [0.92844, -0.52341, -0.19979], [-1.53789, -0.57829, -1.81611], [-1.50020, 1.17773, -1.59756], [-0.16992, 0.34177, -2.45831], [1.82979, -0.58366, 3.39417]],
  "lowdin_charge": [0.0481, -0.5075, 0.1242, -0.2065, 0.0985, 0.1240, 0.1070, 0.0982, 0.0985, 0.0155]
}

Entry 2
{
  "formula": "C4H4O2",
  "method": "ωB97M-V/def2-TZVPD",
  "gap_ha": 0.405,
  "total_charge": 0,
  "homo_energy_ev": -10.12,
  "lumo_ev": 0.90,
  "elements": ["O", "C", "O", "C", "C", "C", "H", "H", "H", "H"],
  "xyz": [[2.32265, -1.06634, -0.21241], [1.35443, -0.44792, 0.09805], [1.22341, 0.91546, 0.28969], [-0.18889, 0.73942, 0.56488], [-0.84480, 0.11706, -0.63654], [-0.10962, -0.73132, 0.35607], [-0.85604, 1.53989, 0.81423], [-1.93289, 0.06556, -0.55474], [-0.43210, 0.45253, -1.57284], [-0.53615, -1.58433, 0.85361]],
  "lowdin_charge": [0.1589, -0.4298, 0.0709, -0.2062, -0.0517, -0.0731, 0.1501, 0.1202, 0.1203, 0.1404]
}

Least stable of them? entry 1.

Entry 1
{
  "formula": "C4H4O2",
  "method": "ωB97M-V/def2-TZVPD",
  "gap_ha": 0.384,
  "total_charge": 0,
  "homo_energy_ev": -9.78,
  "lumo_ev": 0.67,
  "elements": ["C", "C", "C", "H", "H", "H", "H", "O", "C", "O"],
  "xyz": [[0.66101, 0.72364, 0.01602], [0.55941, -0.29687, 0.79081], [1.65938, -0.36544, -0.27796], [0.50929, 1.81275, -0.11007], [-0.11582, -0.87641, 1.37899], [2.61400, -0.36576, 0.15448], [1.63097, -0.88947, -1.24490], [-2.35575, 1.21307, -0.28579], [-2.50160, 0.09080, -0.19645], [-2.66089, -1.04630, -0.22514]],
  "lowdin_charge": [-0.0936, -0.0557, -0.1402, 0.1110, 0.0854, 0.0460, 0.0797, 0.2209, -0.4652, 0.2116]
}

Entry 2
{
  "formula": "C4H4O2",
  "method": "ωB97M-V/def2-TZVPD",
  "gap_ha": 0.373,
  "total_charge": 0,
  "homo_energy_ev": -9.76,
  "lumo_ev": 0.39,
  "elements": ["C", "C", "C", "O", "C", "O", "H", "H", "H", "H"],
  "xyz": [[0.37872, 1.80526, -1.59176], [0.05568, 0.83970, -0.98064], [-0.13863, -0.34508, -0.01120], [-1.50954, -0.42147, 0.42004], [0.62089, -0.72621, 1.54042], [1.00083, -1.79144, 1.85753], [0.45432, 2.54379, -2.35472], [0.13917, -1.25155, -0.59747], [-2.02000, -0.82765, -0.33539], [1.01857, 0.17465, 2.05318]],
  "lowdin_charge": [0.0969, -0.0687, -0.2742, -0.0903, -0.1487, 0.0911, 0.0286, 0.1256, 0.1201, 0.1196]
}

Entry 3
{
  "formula": "C4H4O2",
  "method": "ωB97M-V/def2-TZVPD",
  "gap_ha": 0.415,
  "total_charge": 0,
  "homo_energy_ev": -10.37,
  "lumo_ev": 0.92,
  "elements": ["O", "C", "O", "C", "C", "C", "H", "H", "H", "H"],
  "xyz": [[0.67349, 1.96998, -1.14159], [0.07197, 0.99270, -0.72257], [-1.24169, 0.78177, -0.44569], [-0.69107, -0.04962, 0.63643], [-0.04949, -1.27556, 0.11478], [0.77969, 0.02675, 0.06435], [-1.02437, 0.21423, 1.63463], [0.25759, -1.99971, 0.86691], [-0.43629, -1.71351, -0.80936], [1.66016, 1.05297, -0.19788]],
  "lowdin_charge": [0.0815, -0.5862, 0.0876, -0.1613, -0.0311, -0.0489, 0.1554, 0.1113, 0.1195, 0.2724]
}

Entry 4
{
  "formula": "C4H4O2",
  "method": "ωB97M-V/def2-TZVPD",
  "gap_ha": 0.331,
  "total_charge": 0,
  "homo_energy_ev": -8.33,
  "lumo_ev": 0.68,
  "elements": ["O", "C", "C", "O", "H", "H", "C", "C", "H", "H"],
  "xyz": [[0.83843, -1.85016, -0.77500], [0.33338, -0.83761, -0.98968], [-0.04529, 0.30150, -1.57855], [-0.24355, 1.54615, -0.95872], [-0.82162, -0.10479, -2.34295], [0.03890, 1.59762, -0.07762], [0.49944, -0.00873, 1.79054], [-0.59862, -0.35276, 1.49278], [1.52000, 0.41617, 1.97393], [-1.52108, -0.70739, 1.46528]],
  "lowdin_charge": [0.1618, -0.2745, -0.1712, -0.0351, 0.1532, 0.0238, 0.0305, 0.0222, 0.0811, 0.0081]
}

Least stable of them? entry 3.